Entry 1:
This record from OMol25 describes C3H4O4 as an isolated structure. The level of theory is ωB97M-V/def2-TZVPD.

Computed properties:
Expectation value of S²: 0.755
Multiplicity: 2
Orbital gap (spin up / spin down) in eV: 7.04 / 9.09
Energy above the lowest of the compared OMol25 structures with the same formula, charge and spin in kcal per mole: 20.4
HOMO energy (spin up / spin down) in eV: -2.9 / -5.0
Total charge: -1
LUMO level (spin up / spin down) in Ha: 0.153 / 0.149

Last column: Löwdin spin population.
Geometry (Å):
O: -0.762 -0.097 1.400  0.00
O: -0.646 -2.230 1.977  0.02
O: 0.931 -1.314 0.672  0.14
O: 0.483 0.923 -2.194  0.17
C: -0.782 0.473 0.094  0.06
C: 0.574 0.229 -0.492  0.55
C: -0.066 -1.267 1.498  0.02
H: 1.388 0.960 -2.517  0.00
H: -1.570 -0.025 -0.490  0.01
H: 1.442 0.798 -0.153  0.02
H: -0.992 1.551 0.203  0.01

=====

Entry 2:
This record from OMol25 describes C3H4O4Rb as an isolated structure. The level of theory is ωB97M-V/def2-TZVPD.

Computed properties:
Orbital gap in eV: 7.49
Energy above the lowest of the compared OMol25 structures with the same formula, charge and spin in kcal per mole: 193.9
HOMO energy in eV: -11.7
Total charge: +1
LUMO level in Ha: -0.156

Last column: Löwdin charge in e.
Geometry (Å):
Rb: -6.103 0.831 -1.097  0.96
O: 0.945 0.224 -0.484  -0.02
O: 2.295 1.454 0.864  0.16
O: -2.198 -0.005 -0.287  -0.10
O: 3.039 -0.255 -0.409  0.18
C: -0.115 0.067 0.349  -0.11
C: -1.228 -0.856 -0.040  -0.23
C: 2.138 0.578 0.065  -0.62
H: 3.924 0.020 -0.132  0.15
H: -1.536 -1.705 0.594  0.13
H: -1.231 0.973 0.125  0.27
H: 0.070 -1.326 0.452  0.24

=====

Entry 3:
This record from OMol25 describes C3H4O4Sn as an isolated structure. The level of theory is ωB97M-V/def2-TZVPD.

Computed properties:
Orbital gap in eV: 8.58
HOMO energy in eV: -19.5
Total charge: +2
LUMO level in Ha: -0.401

Last column: Löwdin charge in e.
Geometry (Å):
Sn: -1.683 -2.981 2.138  1.79
O: -1.238 -0.290 -0.720  0.19
O: 0.345 -0.669 0.727  0.18
O: -1.529 -1.884 0.786  -0.22
O: 0.900 1.717 0.575  0.04
C: -0.198 0.606 -1.123  0.00
C: -0.818 -1.024 0.267  -0.51
C: 0.901 0.382 -0.114  -0.18
H: 1.793 1.877 0.898  0.12
H: 0.068 0.430 -2.167  0.17
H: 1.890 0.082 -0.468  0.19
H: -0.431 1.753 -0.799  0.22

=====

Entry 4:
This record from OMol25 describes C3H4O4Tl as an isolated structure. The level of theory is ωB97M-V/def2-TZVPD.

Computed properties:
Orbital gap (spin up / spin down) in eV: 3.57 / 3.57
Energy above the lowest of the compared OMol25 structures with the same formula, charge and spin in kcal per mole: 192.2
HOMO energy (spin up / spin down) in eV: -12.3 / -12.3
Total charge: +1
LUMO level (spin up / spin down) in Ha: -0.321 / -0.321

Last column: Löwdin charge in e.
Geometry (Å):
Tl: -2.008 -0.273 2.318  1.01
O: -0.909 0.577 -0.948  0.19
O: -0.496 0.313 1.255  -0.18
O: 1.793 1.058 -3.080  0.04
O: -2.467 -0.174 0.427  -0.12
C: 0.414 1.050 -1.200  0.16
C: 0.660 1.435 -2.521  -0.06
C: -1.266 0.221 0.242  -0.75
H: 0.870 1.518 -0.326  0.17
H: 2.210 -0.013 -1.009  0.13
H: 2.695 0.104 -1.716  0.20
H: 0.308 2.470 -2.735  0.20

=====

Entry 5:
This record from OMol25 describes C3H4O6S2 as an isolated structure. The level of theory is ωB97M-V/def2-TZVPD.

Computed properties:
Orbital gap in eV: 9.74
Energy above the lowest of the compared OMol25 structures with the same formula, charge and spin in kcal per mole: 26.6
HOMO energy in eV: -9.4
LUMO level in Ha: 0.011

Last column: Löwdin charge in e.
Geometry (Å):
S: -2.128 0.915 0.624  1.01
S: 0.889 0.566 -0.252  0.86
O: -2.128 0.486 -1.107  -0.18
O: -0.490 2.019 -1.311  -0.10
O: -3.011 0.039 1.259  -0.40
O: 0.746 -0.286 -1.446  -0.43
O: 1.791 3.439 0.742  0.07
O: 2.175 -0.015 0.726  -0.29
C: 0.969 2.714 1.034  -0.04
C: -0.521 -0.005 0.800  -0.37
C: -1.258 1.208 -1.764  -0.47
H: -1.225 1.108 -2.803  0.14
H: -0.713 -1.013 0.330  0.11
H: 2.991 0.052 0.230  0.05
H: -0.300 -0.123 1.787  0.03

=====

Entry 6:
This record from OMol25 describes one molecule with the formula C3H4OS. The level of theory is ωB97M-V/def2-TZVPD.

Computed properties:
Orbital gap in eV: 9.18
Energy above the lowest of the compared OMol25 structures with the same formula, charge and spin in kcal per mole: 47.8
HOMO energy in eV: -8.8
LUMO level in Ha: 0.014
SMILES: C[C@@H]1SC1=O

Last column: Löwdin charge in e.
Geometry (Å):
S: 0.271 -1.446 1.242  0.91
O: 0.524 1.144 2.122  0.05
C: 0.712 0.223 1.400  -0.65
C: 0.557 -0.383 -0.273  -0.44
C: -0.680 0.135 -0.860  -0.15
H: -1.066 0.717 -0.086  0.05
H: 1.491 -0.469 -0.656  0.04
H: -1.341 -0.679 -1.055  0.06
H: -0.468 0.759 -1.833  0.13

=====

Entry 7:
This record from OMol25 describes one molecule with the formula C3H4OS. The level of theory is ωB97M-V/def2-TZVPD.

Computed properties:
Orbital gap in eV: 7.97
Energy above the lowest of the compared OMol25 structures with the same formula, charge and spin in kcal per mole: 87.3
HOMO energy in eV: -9.0
LUMO level in Ha: -0.040
SMILES: S=C[C@H]1CO1

Last column: Löwdin charge in e.
Geometry (Å):
S: 2.070 -0.065 -0.018  0.63
O: -1.824 -0.601 -0.571  -0.03
C: -2.028 0.451 0.189  -0.26
C: 0.453 0.432 -0.094  -0.64
C: -0.624 -0.313 0.459  -0.25
H: -0.074 1.295 -0.777  0.12
H: -2.844 0.463 0.971  0.12
H: -0.695 -0.890 1.511  0.18
H: -1.718 1.568 -0.172  0.13

=====

Entry 8:
This record from OMol25 describes one molecule with the formula C3H4OS. The level of theory is ωB97M-V/def2-TZVPD.

Computed properties:
Orbital gap in eV: 8.43
Energy above the lowest of the compared OMol25 structures with the same formula, charge and spin in kcal per mole: 84.4
HOMO energy in eV: -9.1
LUMO level in Ha: -0.024
SMILES: S=C[C@H]1CO1

Last column: Löwdin charge in e.
Geometry (Å):
S: -2.810 -0.147 -0.081  0.68
O: 1.258 -0.883 0.211  -0.04
C: 0.117 -0.323 -0.455  -0.44
C: 1.046 0.579 -0.119  -0.09
C: -1.223 -0.207 0.317  -0.61
H: -0.899 -0.047 1.334  0.05
H: 2.006 1.055 -0.679  0.18
H: -0.279 -1.094 -1.273  0.18
H: 0.785 1.069 0.744  0.08

=====

Entry 9:
This record from OMol25 describes one molecule with the formula C3H4OS. The level of theory is ωB97M-V/def2-TZVPD.

Computed properties:
Orbital gap (spin up / spin down) in eV: 8.41 / 6.55
Energy above the lowest of the compared OMol25 structures with the same formula, charge and spin in kcal per mole: 101.8
HOMO energy (spin up / spin down) in eV: -8.7 / -7.5
LUMO level (spin up / spin down) in Ha: -0.009 / -0.033

Last column: Löwdin charge in e.
Geometry (Å):
S: -0.560 1.520 -1.154  0.88
O: 0.074 0.847 -2.318  -0.61
C: -1.125 -0.022 -0.075  -0.35
C: 0.074 -0.405 0.555  -0.12
C: 1.303 -0.596 0.856  0.02
H: -1.600 0.549 0.634  0.04
H: -1.710 -0.616 -0.699  0.07
H: 1.454 -1.146 1.729  0.05
H: 2.091 -0.131 0.470  0.03

=====

Entry 10:
This record from OMol25 describes one molecule with the formula C3H4OS. The level of theory is ωB97M-V/def2-TZVPD.

Computed properties:
Orbital gap in eV: 9.51
Energy above the lowest of the compared OMol25 structures with the same formula, charge and spin in kcal per mole: 69.0
HOMO energy in eV: -9.0
LUMO level in Ha: 0.020
SMILES: C#CCSO

Last column: Löwdin charge in e.
Geometry (Å):
S: -1.851 0.549 0.300  0.87
O: -2.213 -0.980 -0.152  -0.52
C: -0.145 0.754 -0.280  -0.52
C: 1.135 0.302 0.185  -0.20
C: 2.169 -0.221 0.487  0.12
H: -1.891 -1.785 0.347  0.08
H: 2.936 -0.820 0.811  0.00
H: -0.083 0.418 -1.399  0.13
H: -0.059 1.784 -0.298  0.03

=====

Entry 11:
This record from OMol25 describes C3H4OSr as an isolated structure. The level of theory is ωB97M-V/def2-TZVPD.

Computed properties:
Expectation value of S²: 0.757
Multiplicity: 2
Orbital gap (spin up / spin down) in eV: 2.64 / 5.38
Energy above the lowest of the compared OMol25 structures with the same formula, charge and spin in kcal per mole: 0.0
HOMO energy (spin up / spin down) in eV: -8.4 / -11.3
Total charge: +1
LUMO level (spin up / spin down) in Ha: -0.211 / -0.218

Last column: Löwdin spin population.
Geometry (Å):
Sr: 0.568 -2.234 -0.303  0.29
O: 0.161 0.268 -0.154  0.17
C: -1.170 2.715 0.907  0.04
C: 0.068 2.610 0.357  0.06
C: 0.514 1.246 0.505  0.40
H: -1.938 3.339 0.450  0.00
H: 0.400 3.213 -0.489  0.01
H: 1.635 1.457 0.683  0.02
H: -1.476 2.135 1.782  0.01

=====

Entry 12:
This record from OMol25 describes C3H4OTl as an isolated structure. The level of theory is ωB97M-V/def2-TZVPD.

Computed properties:
Orbital gap in eV: 9.64
HOMO energy in eV: -14.8
Total charge: +1
LUMO level in Ha: -0.189

Last column: Löwdin charge in e.
Geometry (Å):
Tl: 2.245 -0.862 0.191  1.02
O: -2.556 -0.339 0.270  -0.01
C: 0.554 1.194 -0.461  -0.08
C: -1.437 0.108 0.986  -0.26
C: -0.372 0.640 0.106  -0.15
H: -2.276 -0.870 -0.482  0.10
H: -1.020 -0.674 1.639  0.13
H: -1.767 0.929 1.638  0.15
H: 0.689 1.173 -1.573  0.10

=====

Entry 13:
This record from OMol25 describes one molecule with the formula C3H4P2. The level of theory is ωB97M-V/def2-TZVPD.

Computed properties:
Orbital gap in eV: 8.00
Energy above the lowest of the compared OMol25 structures with the same formula, charge and spin in kcal per mole: 62.5
HOMO energy in eV: -8.5
LUMO level in Ha: -0.017
SMILES: [H]/P=C/[C@@H]1C=P1

Last column: Löwdin charge in e.
Geometry (Å):
P: -2.207 -0.668 0.030  0.95
P: 2.133 -0.196 -0.058  0.79
C: -0.503 -0.217 -0.779  -0.61
C: 0.609 -0.684 0.113  -0.64
C: -1.366 0.690 0.081  -0.51
H: 0.152 -0.472 1.093  0.02
H: -1.020 1.736 0.191  0.07
H: 2.684 -0.087 1.212  -0.17
H: -0.482 -0.102 -1.882  0.09

=====

Entry 14:
This record from OMol25 describes a 2-piece molecular cluster, C3H4S overall. The level of theory is ωB97M-V/def2-TZVPD.

Computed properties:
Orbital gap (spin up / spin down) in eV: 6.65 / 6.65
Energy above the lowest of the compared OMol25 structures with the same formula, charge and spin in kcal per mole: 89.8
HOMO energy (spin up / spin down) in eV: -7.2 / -7.2
LUMO level (spin up / spin down) in Ha: -0.020 / -0.020

Last column: Löwdin charge in e.
Geometry (Å):
S: -2.341 0.050 0.006  0.08
C: 0.977 0.539 -0.514  0.04
C: 0.346 -0.682 -0.551  -0.09
C: 0.888 -0.209 0.658  0.06
H: 1.152 1.384 -1.124  0.11
H: -0.316 -1.325 -1.127  0.07
H: -1.770 0.730 0.915  -0.44
H: 1.063 -0.488 1.738  0.15

=====

Entry 15:
This record from OMol25 describes one molecule with the formula C3H4S. The level of theory is ωB97M-V/def2-TZVPD.

Computed properties:
Orbital gap in eV: 9.64
Energy above the lowest of the compared OMol25 structures with the same formula, charge and spin in kcal per mole: 8.4
HOMO energy in eV: -8.7
LUMO level in Ha: 0.035
SMILES: C=C1CS1

Last column: Löwdin charge in e.
Geometry (Å):
S: -1.827 -0.226 -0.001  0.84
C: -0.640 1.159 0.000  -0.36
C: -0.104 -0.330 0.004  -0.67
C: 0.935 -1.120 -0.001  -0.02
H: -0.567 1.718 0.918  0.05
H: -0.563 1.710 -0.922  0.05
H: 1.937 -0.721 -0.002  0.06
H: 0.830 -2.191 0.004  0.05

=====

Entry 16:
This record from OMol25 describes a 2-piece molecular cluster, C3H4S overall. The level of theory is ωB97M-V/def2-TZVPD.

Computed properties:
Orbital gap in eV: 8.49
Energy above the lowest of the compared OMol25 structures with the same formula, charge and spin in kcal per mole: 59.6
HOMO energy in eV: -8.7
LUMO level in Ha: -0.009
SMILES: C#C.C=S

Last column: Löwdin charge in e.
Geometry (Å):
S: 2.235 0.195 0.045  0.60
C: 1.014 -0.766 -0.408  -0.59
C: -0.814 0.872 0.903  -0.04
C: -1.490 0.431 0.019  -0.03
H: -2.093 0.169 -0.899  0.08
H: 1.252 -1.371 -1.296  0.00
H: -0.189 1.421 1.503  0.01
H: 0.086 -0.950 0.133  -0.04

=====

Entry 17:
This record from OMol25 describes one molecule with the formula C3H4S. The level of theory is ωB97M-V/def2-TZVPD.

Computed properties:
Orbital gap in eV: 8.38
Energy above the lowest of the compared OMol25 structures with the same formula, charge and spin in kcal per mole: 36.3
HOMO energy in eV: -7.5
LUMO level in Ha: 0.033
SMILES: CC1=CS1

Last column: Löwdin charge in e.
Geometry (Å):
S: -1.246 -1.836 0.031  0.69
C: -0.080 -0.342 0.127  -0.47
C: 0.654 0.676 -0.745  -0.06
C: -0.756 -0.619 1.196  -0.42
H: 1.410 1.226 -0.047  0.13
H: -1.133 -0.383 2.118  0.04
H: 1.227 0.091 -1.410  0.05
H: -0.076 1.187 -1.269  0.05

=====

Entry 18:
This record from OMol25 describes a 2-piece molecular cluster, C3H4S overall. The level of theory is ωB97M-V/def2-TZVPD.

Computed properties:
Orbital gap in eV: 7.73
Energy above the lowest of the compared OMol25 structures with the same formula, charge and spin in kcal per mole: 86.8
HOMO energy in eV: -7.7
LUMO level in Ha: 0.001

Last column: Löwdin charge in e.
Geometry (Å):
S: -2.737 0.387 -0.064  0.63
C: -1.586 -1.016 -0.046  -0.48
C: -0.836 -0.021 0.096  -0.56
C: 0.432 0.695 -0.005  -0.09
H: 0.975 0.508 -1.007  0.11
H: -1.841 -2.551 -0.351  0.24
H: 0.349 1.730 0.021  0.05
H: 1.096 0.024 0.575  0.10

=====

Entry 19:
This record from OMol25 describes C3H4S2 as an isolated structure. The level of theory is ωB97M-V/def2-TZVPD.

Computed properties:
Orbital gap in eV: 7.25
Energy above the lowest of the compared OMol25 structures with the same formula, charge and spin in kcal per mole: 82.3
HOMO energy in eV: -9.0
LUMO level in Ha: -0.065

Last column: Löwdin charge in e.
Geometry (Å):
S: 1.726 -1.101 -0.324  0.85
S: -2.495 -0.631 -0.343  0.56
C: 0.417 1.129 -0.062  -0.13
C: 0.405 -0.389 -0.130  -1.03
C: -0.880 -1.068 0.237  -0.59
H: 0.109 1.735 0.653  0.02
H: -0.150 1.321 -0.910  0.04
H: 1.670 1.189 -0.161  0.11
H: -0.802 -2.184 1.039  0.17

=====

Entry 20:
This record from OMol25 describes one molecule with the formula C3H4S2. The level of theory is ωB97M-V/def2-TZVPD.

Computed properties:
Orbital gap in eV: 9.29
Energy above the lowest of the compared OMol25 structures with the same formula, charge and spin in kcal per mole: 52.8
HOMO energy in eV: -9.2
LUMO level in Ha: 0.004
SMILES: C#CCSS

Last column: Löwdin charge in e.
Geometry (Å):
S: 2.790 -1.396 -0.809  0.32
S: 1.338 -0.653 0.512  0.37
C: 0.037 0.604 -0.193  -0.51
C: -2.212 0.827 1.130  0.13
C: -1.183 0.649 0.521  -0.25
H: 0.594 1.534 -0.379  0.07
H: -0.263 0.205 -1.307  0.14
H: -3.172 0.665 1.442  0.01
H: 2.070 -2.436 -0.916  -0.27

=====

Number 1: electronic energy -417.6003 hartree. Number 2: electronic energy -441.2624 hartree. Number 3: electronic energy -631.2216 hartree. Number 4: electronic energy -589.5798 hartree. Number 5: electronic energy -1364.4119 hartree. Number 6: electronic energy -590.0485 hartree. Number 7: electronic energy -589.9856 hartree. Number 8: electronic energy -589.9901 hartree. Number 9: electronic energy -589.9625 hartree. Number 10: electronic energy -590.0147 hartree. Number 11: electronic energy -222.2541 hartree. Number 12: electronic energy -364.0775 hartree. Number 13: electronic energy -799.2432 hartree. Number 14: electronic energy -514.6994 hartree. Number 15: electronic energy -514.8291 hartree. Number 16: electronic energy -514.7476 hartree. Number 17: electronic energy -514.7846 hartree. Number 18: electronic energy -514.7042 hartree. Number 19: electronic energy -912.9293 hartree. Number 20: electronic energy -912.9764 hartree.